Here is C25H48ErOP4 as an isolated structure from the OMol25 dataset. Energies are from ωB97M-V/def2-TZVPD.

Values from the calculation:
⟨S²⟩ ... 3.75
DFT total energy ... -93503.1817 eV
2S+1 ... 4
Orbital gap (spin up / spin down) ... 7.02 / 7.16 eV
LUMO (spin up / spin down) ... -9.579 / -9.438 eV
Net charge ... +3
E_HOMO (spin up / spin down) ... -16.60 / -16.60 eV

Positions of all 79 atoms, in Å:
Er  -0.0594  0.1655  -0.3871
P  1.9643  0.9795  1.3159
P  -0.9176  2.4821  -1.1990
P  2.1741  -0.3839  -2.0608
H  -1.3018  -3.5284  0.6737
C  -0.2761  -3.6488  0.3435
C  0.7775  -3.2344  1.0749
H  0.6575  -2.7452  2.0434
C  1.5920  1.3294  3.0647
C  2.6073  2.6183  0.7804
C  3.4545  -0.0609  1.5059
C  -2.5257  2.4214  -2.0280
C  -1.0852  3.7924  0.0339
C  0.2593  3.0651  -2.4677
C  3.1134  -1.9265  -1.7036
C  3.5584  0.8308  -2.1602
C  1.9309  -0.6108  -3.8661
H  -0.1378  -3.8820  -0.7158
H  1.7734  -3.1692  0.6476
H  1.3504  0.3971  3.5909
H  0.7382  2.0156  3.1407
H  2.4794  1.7963  3.5139
H  1.7904  3.3534  0.7264
H  3.0923  2.5451  -0.2022
H  3.3370  2.9428  1.5354
H  3.1550  -1.0994  1.7022
H  4.0183  0.3196  2.3688
H  4.0872  -0.0334  0.6113
H  -2.5387  3.2876  -2.7011
H  -3.3420  2.4991  -1.2904
H  -2.6132  1.4804  -2.5973
H  -0.9002  4.7376  -0.4926
H  -0.3530  3.6397  0.8445
H  -2.1053  3.7426  0.4447
H  -0.2299  3.9158  -2.9612
H  0.4783  2.2648  -3.1980
H  1.2020  3.3725  -1.9854
H  3.7134  -2.2021  -2.5822
H  2.4071  -2.7385  -1.4845
H  3.7791  -1.8077  -0.8395
H  4.2265  0.5602  -2.9919
H  4.1412  0.8610  -1.2323
H  3.1424  1.8273  -2.3543
H  2.7974  -1.1561  -4.2617
H  1.8603  0.3619  -4.3644
H  1.0211  -1.1855  -4.0690
C  -1.8505  -1.4852  -2.8750
C  -2.9500  -0.9738  -3.5849
C  -3.0485  -1.3423  -4.9418
C  -2.1403  -2.2526  -5.4870
C  -1.1516  -2.8407  -4.7063
C  -1.0283  -2.4695  -3.3688
O  -1.3848  -0.8767  -1.6665
H  -1.8645  -0.0107  -1.5091
H  -3.6720  -0.3017  -3.1216
H  -3.8460  -0.8869  -5.5511
H  -2.2321  -2.5613  -6.5256
H  -0.4511  -3.5551  -5.1188
H  -0.2365  -2.8299  -2.7092
C  -3.1217  -1.2437  1.9286
P  -1.7055  -0.0900  2.0595
C  -2.6247  1.4782  2.3385
C  -1.1792  -0.4715  3.8061
C  -0.7465  -1.7746  4.1199
C  -0.1714  -2.0365  5.3664
C  -0.0836  -1.0367  6.3385
C  -0.5743  0.2377  6.0528
C  -1.1497  0.5170  4.8119
H  -3.8236  -0.8878  1.1644
H  -3.6409  -1.2858  2.8965
H  -2.7831  -2.2505  1.6558
H  -3.2984  1.3754  3.2024
H  -1.9303  2.3107  2.5192
H  -3.2161  1.6986  1.4377
H  -0.8660  -2.5718  3.3751
H  0.1995  -3.0418  5.5545
H  0.3787  -1.2598  7.2989
H  -0.5350  1.0104  6.8174
H  -1.5657  1.5167  4.6556

Here are the Mulliken charges for atoms 1 to 4, given in e: number 1, Er, carries 0.14; number 2, P, carries 0.86; number 3, P, carries 1.16; number 4, P, carries 0.88